a:
Below is a structure of composition C23H28CaF6N6O6S3, with properties calculated with ωB97M-V/def2-TZVPD.

CARTESIAN COORDINATES (ANGSTROEM)
Ca (10.3354, 14.9725, 8.2770)
O (14.0169, 17.3526, 9.1782)
C (13.0609, 16.6348, 8.9116)
N (11.9208, 16.8400, 8.2182)
C (11.4532, 18.0908, 7.9738)
O (11.9609, 19.1559, 8.3046)
C (10.0328, 18.1553, 7.3486)
C (9.3997, 19.3624, 7.0020)
C (8.1569, 19.3560, 6.3572)
C (7.5441, 18.1409, 6.1395)
C (8.2093, 16.9989, 6.5143)
N (9.3621, 16.9777, 7.1349)
C (13.2470, 15.1972, 9.4558)
C (14.5948, 14.8353, 9.6818)
C (14.7567, 13.6540, 10.3621)
C (13.6276, 12.8893, 10.6620)
C (12.3626, 13.3042, 10.2980)
N (12.1860, 14.4674, 9.7381)
H (9.9094, 20.2858, 7.2159)
H (7.6415, 20.2332, 6.0964)
H (6.6324, 18.1474, 5.5994)
H (7.8335, 16.0318, 6.2255)
H (15.3672, 15.5116, 9.4902)
H (15.6873, 13.3094, 10.7300)
H (13.7289, 11.9304, 11.1779)
H (11.5018, 12.7344, 10.3936)
F (6.8153, 13.8769, 11.1237)
C (6.8844, 14.4247, 9.8887)
F (7.3517, 15.6797, 9.9549)
F (5.7387, 14.4865, 9.2732)
S (8.2565, 13.3759, 9.1863)
O (8.3585, 13.9314, 7.8516)
O (9.3770, 13.7835, 10.0338)
N (8.0938, 11.8303, 9.2892)
S (6.9095, 10.9284, 8.7007)
O (5.6891, 11.7143, 8.8884)
O (7.0405, 9.6103, 9.2580)
C (7.1315, 10.6116, 6.8587)
F (7.1036, 11.7207, 6.1210)
F (8.2434, 9.9567, 6.6003)
F (6.1402, 9.8371, 6.5157)
C (17.6514, 12.8477, 4.7415)
C (16.2714, 12.2882, 5.2228)
C (15.5809, 13.4055, 6.0282)
C (14.0727, 13.2051, 6.2543)
N (13.7220, 12.1297, 7.2039)
C (12.4957, 11.6605, 7.5112)
S (11.1378, 12.4073, 6.8789)
N (12.4600, 10.5723, 8.2975)
C (11.2477, 10.0511, 8.9265)
C (10.4923, 8.9788, 8.1622)
C (11.3334, 7.7442, 7.8989)
C (10.5669, 6.4663, 7.6044)
H (18.2264, 12.0548, 4.2807)
H (18.1439, 13.3758, 5.5701)
H (17.6195, 13.6683, 3.9462)
H (16.2694, 11.3411, 5.7248)
H (15.6338, 12.0839, 4.3033)
H (15.8260, 14.3577, 5.5288)
H (16.0738, 13.3836, 7.0536)
H (13.4936, 13.1017, 5.3036)
H (13.5885, 14.1177, 6.6043)
H (14.4712, 11.7006, 7.7858)
H (13.3673, 10.1102, 8.5641)
H (10.5530, 10.8435, 9.1888)
H (11.5267, 9.5503, 9.8346)
H (10.1188, 9.4161, 7.3009)
H (9.6208, 8.7527, 8.7861)
H (11.9700, 7.6552, 8.7555)
H (12.0243, 7.9413, 7.0560)
H (10.1847, 5.9866, 8.4783)
H (11.0555, 5.6421, 7.1076)
H (9.6979, 6.7974, 7.0339)

2S+1 = 1
Total charge = 0
Gap between HOMO and LUMO = 8.94 eV

Want to see where the charge sits? The Mulliken charges in e are:
1 Ca 1.686
2 O -0.673
3 C 0.129
4 N -0.263
5 C 0.006
6 O -0.632
7 C 0.291
8 C -0.598
9 C -0.272
10 C -0.813
11 C -0.259
12 N -0.342
13 C 0.603
14 C -0.761
15 C -0.582
16 C -0.724
17 C -0.451
18 N -0.340
19 H 0.475
20 H 0.480
21 H 0.428
22 H 0.556
23 H 0.673
24 H 0.508
25 H 0.447
26 H 0.747
27 F -0.220
28 C 0.499
29 F -0.208
30 F -0.153
31 S 1.411
32 O -0.604
33 O -0.842
34 N -0.317
35 S 0.980
36 O -0.643
37 O -0.587
38 C 0.654
39 F -0.208
40 F -0.242
41 F -0.222
42 C -1.233
43 C -0.314
44 C -0.832
45 C -0.496
46 N 0.059
47 C 0.099
48 S -0.280
49 N 0.088
50 C -0.803
51 C -0.260
52 C -0.523
53 C -1.319
54 H 0.374
55 H 0.327
56 H 0.302
57 H 0.363
58 H 0.284
59 H 0.400
60 H 0.217
61 H 0.501
62 H 0.071
63 H 0.313
64 H 0.351
65 H -0.370
66 H 0.691
67 H 0.422
68 H 0.363
69 H 0.346
70 H 0.238
71 H 0.348
72 H 0.368
73 H 0.287

---

b:
Below is a structure of composition C23H28CaF6N6O6S3, with properties calculated with ωB97M-V/def2-TZVPD.

CARTESIAN COORDINATES (ANGSTROEM)
Ca (-0.8555, 1.0214, -1.0410)
O (-1.3395, -3.1516, -0.4265)
C (-1.4110, -2.0652, -1.0390)
N (-2.0003, -0.9295, -0.6358)
C (-3.1181, -0.9031, 0.1878)
O (-4.0011, -1.7179, 0.4298)
C (-3.3725, 0.4630, 0.8122)
C (-4.2755, 0.5626, 1.8503)
C (-4.5897, 1.7661, 2.3884)
C (-3.9848, 2.8903, 1.9324)
C (-3.1014, 2.7484, 0.8550)
N (-2.7752, 1.5609, 0.3690)
C (-0.5811, -1.9178, -2.3124)
C (-0.2403, -3.0407, -3.0195)
C (0.4209, -2.8826, -4.2099)
C (0.6294, -1.6075, -4.7473)
C (0.2812, -0.5477, -3.9484)
N (-0.2905, -0.6946, -2.7506)
H (-4.7302, -0.3487, 2.2162)
H (-5.2853, 1.7940, 3.2141)
H (-4.1232, 3.8718, 2.4243)
H (-2.4621, 3.5843, 0.4954)
H (-0.5612, -4.0407, -2.7019)
H (0.6619, -3.7894, -4.7832)
H (1.0568, -1.4237, -5.7474)
H (0.4418, 0.4884, -4.2144)
F (2.2944, 4.8742, -1.6028)
C (1.8416, 3.7434, -2.1462)
F (2.2116, 2.6850, -1.4299)
F (2.3293, 3.6747, -3.4129)
S (-0.0077, 3.7031, -2.2765)
O (-0.3746, 2.5943, -3.1561)
O (-0.5006, 3.4194, -0.9023)
N (-0.1896, 5.1486, -2.7187)
S (-1.3828, 5.8225, -3.6295)
O (-1.7968, 5.0126, -4.7242)
O (-1.0784, 7.1943, -3.8344)
C (-2.7445, 5.8331, -2.3182)
F (-3.0082, 4.6254, -1.8898)
F (-2.3989, 6.6101, -1.2654)
F (-3.8357, 6.2798, -2.9514)
C (4.7645, -3.4669, 1.3528)
C (4.6711, -3.4382, -0.2039)
C (3.2948, -3.1848, -0.7323)
C (2.5592, -1.9149, -0.2897)
N (1.5620, -2.2395, 0.7301)
C (0.8421, -1.2550, 1.2922)
S (1.3497, 0.3907, 1.0774)
N (-0.2900, -1.5734, 1.8872)
C (-1.0594, -0.6604, 2.7298)
C (-0.6731, -0.7258, 4.2312)
C (0.8358, -0.6418, 4.5222)
C (1.6117, -1.9442, 4.8289)
H (5.7779, -3.6909, 1.7559)
H (4.0842, -4.2703, 1.6785)
H (4.4874, -2.5406, 1.7538)
H (5.0743, -4.4008, -0.5396)
H (5.2903, -2.6641, -0.6421)
H (2.6844, -4.0451, -0.4906)
H (3.3402, -3.1717, -1.8125)
H (2.0296, -1.4912, -1.1770)
H (3.1897, -1.1520, 0.0869)
H (1.1995, -3.1841, 0.7239)
H (-0.6915, -2.5001, 1.6606)
H (-2.1286, -0.8707, 2.5300)
H (-0.8570, 0.3299, 2.3659)
H (-1.1329, -1.6382, 4.6730)
H (-1.1958, 0.0725, 4.7514)
H (0.8241, -0.0317, 5.4440)
H (1.3653, -0.0939, 3.7689)
H (1.2847, -2.4341, 5.7576)
H (2.6714, -1.8297, 4.9540)
H (1.4816, -2.6501, 3.9920)

2S+1 = 1
Total charge = 0
Gap between HOMO and LUMO = 8.35 eV

Want to see where the charge sits? The Mulliken charges in e are:
1 Ca 1.759
2 O -0.731
3 C 0.309
4 N -0.163
5 C 0.053
6 O -0.656
7 C 0.461
8 C -0.363
9 C -0.452
10 C -0.835
11 C -0.285
12 N -0.253
13 C 0.298
14 C -0.583
15 C -0.365
16 C -0.766
17 C -0.353
18 N 0.020
19 H 0.501
20 H 0.429
21 H 0.387
22 H 0.475
23 H 0.457
24 H 0.426
25 H 0.403
26 H 0.509
27 F -0.193
28 C 0.554
29 F -0.195
30 F -0.229
31 S 1.140
32 O -0.719
33 O -0.706
34 N -0.516
35 S 1.021
36 O -0.566
37 O -0.598
38 C 0.681
39 F -0.199
40 F -0.230
41 F -0.221
42 C -1.084
43 C -0.665
44 C -1.091
45 C -0.396
46 N 0.186
47 C -0.218
48 S -0.241
49 N 0.208
50 C -0.823
51 C -0.857
52 C -0.312
53 C -1.237
54 H 0.366
55 H 0.261
56 H 0.272
57 H 0.362
58 H 0.338
59 H 0.430
60 H 0.339
61 H -0.015
62 H 0.683
63 H 0.370
64 H 0.381
65 H 0.278
66 H 0.427
67 H 0.394
68 H 0.389
69 H 0.433
70 H 0.174
71 H 0.367
72 H 0.349
73 H 0.226

---

Short version: b is the most stable of them.